# 1
{"formula": "C5H8O2", "method": "wB97M-V/def2-TZVPD", "lumo_energy_ha": 0.0255, "fmax_ev_per_a": 4.1, "de_lowest_ev": 3.275, "gap_ev": 10.73, "energy_ev": -9406.5569, "species": ["C", "C", "C", "C", "C", "O", "O", "H", "H", "H", "H", "H", "H", "H", "H"], "xyz": [[0.27698, -1.60552, -0.09645], [0.19909, -0.09606, -0.08226], [1.16495, 0.59166, -1.03154], [-1.20439, 0.55091, 0.03119], [-0.75771, 0.91929, 1.36560], [-1.49602, 1.24532, 2.29268], [0.48056, 0.38948, 1.35571], [-0.41222, -2.03660, 0.63806], [-0.00736, -1.97180, -1.09094], [1.29644, -1.94655, 0.12182], [1.10666, 1.68086, -0.93172], [2.19548, 0.27010, -0.83000], [0.91538, 0.32202, -2.06574], [-1.55742, 1.27395, -0.70103], [-2.20041, 0.41294, 1.02462]]}



# 2
{"formula": "C36H28BaNP2S2Te", "method": "wB97M-V/def2-TZVPD", "lumo_energy_ha": 0.0676, "fmax_ev_per_a": 1.2, "de_lowest_ev": 2.378, "total_charge": -1, "gap_ev": 5.88, "energy_ev": -87513.1527, "species": ["Ba", "Te", "C", "C", "C", "N", "C", "C", "C", "P", "C", "C", "C", "C", "C", "C", "C", "C", "C", "C", "C", "C", "P", "C", "C", "C", "C", "C", "C", "C", "C", "C", "C", "C", "C", "H", "H", "H", "H", "H", "H", "H", "H", "H", "H", "H", "H", "H", "H", "H", "H", "H", "H", "H", "H", "H", "H", "H", "H", "S", "C", "C", "C", "C", "C", "C", "S", "H", "H", "H", "H"], "xyz": [[-0.61388, 0.93715, 3.13110], [1.38582, -2.67015, 1.05590], [1.81212, -3.92595, -0.58780], [1.75062, -5.31275, -0.50150], [2.02992, -6.06535, -1.62580], [2.36942, -5.54625, -2.79660], [2.44312, -4.22395, -2.87160], [2.17882, -3.37975, -1.81220], [0.76692, -0.97575, -0.22980], [-0.92368, -1.01065, 0.43700], [-1.41728, -2.55105, -0.44170], [-1.94038, -3.63365, 0.25550], [-2.10568, -4.85215, -0.37920], [-1.75188, -4.99535, -1.70930], [-1.27188, -3.90895, -2.41920], [-1.11338, -2.68855, -1.79000], [-2.10888, 0.07895, -0.48930], [-3.32428, 0.22555, 0.17960], [-4.35978, 0.94845, -0.37300], [-4.19968, 1.53265, -1.61790], [-3.00788, 1.37215, -2.30430], [-1.96938, 0.64805, -1.74700], [1.66632, 0.38585, 0.56550], [1.22142, 1.79385, -0.50800], [1.03572, 1.62285, -1.87670], [0.80572, 2.71735, -2.68740], [0.73822, 3.98425, -2.13230], [0.90382, 4.15985, -0.76810], [1.15822, 3.06785, 0.04050], [3.32562, -0.01105, -0.14800], [4.14132, -0.85625, 0.60230], [5.28102, -1.41915, 0.05570], [5.64762, -1.11875, -1.24570], [4.90382, -0.19845, -1.96320], [3.75862, 0.35885, -1.41800], [1.47502, -5.79335, 0.42690], [1.97392, -7.14805, -1.59540], [2.73122, -3.82925, -3.83870], [2.24762, -2.30735, -1.91830], [-2.19368, -3.52615, 1.30530], [-2.48748, -5.70275, 0.17220], [-1.84318, -5.95895, -2.19250], [-0.99518, -4.02405, -3.45710], [-0.72128, -1.84335, -2.33310], [-3.45588, -0.26585, 1.14230], [-5.29248, 1.05765, 0.16210], [-5.00778, 2.09775, -2.05760], [-2.89258, 1.81295, -3.28410], [-1.04848, 0.53325, -2.29370], [1.08742, 0.62265, -2.28680], [0.69092, 2.58835, -3.75730], [0.55442, 4.83765, -2.76980], [0.84532, 5.14975, -0.34090], [1.33232, 3.19935, 1.10510], [3.88352, -1.06145, 1.63370], [5.87952, -2.10125, 0.64320], [6.51652, -1.58455, -1.69090], [5.20462, 0.07715, -2.96560], [3.21472, 1.08785, -1.99860], [-0.88528, 2.27995, 5.72040], [-1.85758, 3.67745, 5.34620], [-2.32788, 4.36525, 6.46650], [-3.06348, 5.52585, 6.36680], [-3.36438, 6.03055, 5.11200], [-2.93428, 5.35295, 3.99080], [-2.18178, 4.17985, 4.06800], [-1.72618, 3.49835, 2.52680], [-2.08198, 3.96435, 7.44090], [-3.39638, 6.03565, 7.26110], [-3.93008, 6.94705, 5.00480], [-3.16638, 5.73485, 3.00560]]}



# 3
{"formula": "C7H9BrSi", "method": "wB97M-V/def2-TZVPD", "smiles": "C=C1C=CC=C[C@H]1[SiH2]Br", "lumo_energy_ha": -0.0044, "fmax_ev_per_a": 6.9, "de_lowest_ev": 2.511, "gap_ev": 7.69, "energy_ev": -85323.1597, "species": ["C", "C", "C", "C", "C", "C", "C", "Si", "Br", "H", "H", "H", "H", "H", "H", "H", "H", "H"], "xyz": [[-0.08505, -1.03178, -2.75266], [-0.26855, -0.73678, -1.40721], [-0.39582, 0.64377, -1.06510], [-0.30187, 1.12891, 0.16845], [0.34886, 0.35693, 1.09506], [0.59228, -1.00505, 0.99881], [-0.06276, -1.71111, -0.21230], [-1.69091, -2.55068, 0.09868], [-2.19693, -3.07706, 2.20301], [-0.14589, -0.07120, -3.33464], [0.31810, -1.97569, -3.09758], [-0.55519, 1.32961, -1.82652], [-0.58294, 2.13961, 0.57679], [0.75626, 0.83120, 2.04514], [1.05493, -1.65671, 1.85365], [0.48411, -2.69493, -0.37188], [-1.63797, -4.00453, -0.21251], [-2.75340, -1.70760, -0.30925]]}